Below is a structure of composition C19H21EuF3N3O10 at a distorted geometry, with properties calculated with ωB97M-V with the def2-TZVPD basis set.

```
! wB97M-V def2-TZVPD RIJCOSX def2/J DEFGRID3
* xyz 0 7
Eu -0.75102 0.38632 -0.41184
O -6.21272 1.19429 0.36217
C -4.93194 0.73297 0.14292
O -4.58396 0.02867 -0.79507
C -3.95958 1.31268 1.15260
O -2.78330 0.54027 1.18047
C -2.90201 -0.58624 2.10702
C -1.66476 -1.50035 2.07780
O -1.42831 -2.15621 3.06319
O -0.95263 -1.42280 0.99243
H -6.74140 1.05790 -0.47524
H -4.42269 1.26715 2.18155
H -3.75330 2.38014 0.93862
H -3.76740 -1.18995 1.89020
H -2.98886 -0.36454 3.16399
N -2.09485 -0.22960 -2.44118
C -1.85471 -1.34745 -3.36081
C -0.42885 -1.25271 -3.90093
C 0.52851 -2.36268 -3.43942
C 0.86670 -2.40953 -1.90149
N 1.20588 -1.11538 -1.34093
H -3.05749 -0.25135 -2.09938
H -2.03739 0.66437 -2.89681
H -2.63403 -1.33159 -4.12984
H -1.94639 -2.28483 -2.77590
H 0.03063 -0.28404 -3.61066
H -0.43921 -1.15696 -4.98012
H 1.42883 -2.40770 -4.04645
H 0.12201 -3.35397 -3.62772
H 1.66568 -3.12867 -1.74554
H -0.03766 -2.70342 -1.36888
H 1.91783 -0.61818 -1.85644
H 1.53642 -1.18812 -0.36642
O 1.90497 6.21904 -1.50331
C 1.50634 5.10075 -1.57017
C 0.03570 4.63311 -2.10404
O -0.74991 5.25254 -2.77889
C -0.19373 3.26566 -1.49644
C 1.04476 2.86979 -0.82665
O 1.09972 1.79399 -0.15984
C 2.14722 3.78577 -1.07401
O 3.31384 3.54422 -0.75110
O -1.26515 2.57417 -1.45390
F 4.28977 -2.36801 5.62246
C 4.79208 -1.39335 4.77296
F 5.26120 -0.35681 5.47378
F 5.90967 -1.96129 4.09931
C 3.72837 -1.04606 3.71417
C 3.82309 0.08147 2.88713
C 2.93013 0.32725 1.79706
N 1.91273 -0.54170 1.55642
C 1.80744 -1.64495 2.35724
C 2.65038 -1.93977 3.42136
H 4.55419 0.87803 3.05989
H 3.05807 1.15994 1.11113
H 0.98792 -2.33335 2.13113
H 2.52311 -2.81890 4.03241
*
```

Summary:
⟨S²⟩	12.012
relative energy (zero: lowest compared OMol25 entry of this formula, charge and spin)	12.4	kcal per mole
LUMO level (alpha / beta)	-1.9 / -0.3	eV
gap between HOMO and LUMO (alpha / beta)	5.271 / 6.911	eV

=====

Below is a structure of composition C19H21FN2O at a distorted geometry, with properties calculated with ωB97M-V with the def2-TZVPD basis set.

```
! wB97M-V def2-TZVPD RIJCOSX def2/J DEFGRID3
* xyz 0 1
C -4.43831 -2.12156 -1.44866
C -4.58868 -0.99057 -0.59420
C -5.80371 -0.22611 -0.66365
C -6.18738 0.70697 0.18330
C -5.26814 0.97310 0.97683
C -4.13255 0.41063 1.23952
C -3.87706 -0.68954 0.50362
C -2.45681 -1.19579 0.34908
N -1.44257 -0.18307 0.45558
C -0.07507 -0.80262 0.95529
C 0.82436 0.58687 1.18468
N 0.90527 1.23814 -0.15762
C 2.14647 1.10310 -0.91496
O 2.16950 2.01723 -1.79745
C 3.35592 0.60042 -0.41254
C 4.33796 1.35927 0.33481
C 5.62669 0.63409 0.66693
C 5.71591 -0.62908 0.60447
C 4.81594 -1.22287 -0.04859
C 3.49041 -0.71309 -0.27447
H 2.68990 -1.38826 -0.88477
F 4.73850 -2.57342 0.07562
H 6.66064 -0.94534 0.88594
H 6.33185 1.45438 1.17405
H 4.28496 2.63238 0.02686
C -0.17448 1.68336 -0.53243
C -1.23112 0.32330 -0.70612
H -2.18020 1.06257 -1.02801
H -0.95544 -0.19454 -1.39602
H -0.04961 2.13987 -1.39501
H -0.64174 2.47441 0.16793
H 1.82229 -0.02329 1.35165
H 0.52638 1.09414 1.96620
H -0.26985 -1.41739 1.88648
H 0.25732 -1.53296 0.22252
H -2.20642 -1.71692 -0.31734
H -2.38817 -1.78108 1.23452
H -3.32428 0.82810 2.16101
H -5.51955 2.01701 1.81413
H -7.31448 1.36674 0.24706
H -6.62673 -0.71210 -1.19287
H -5.49869 -2.21996 -1.92272
H -3.73730 -1.95056 -2.15145
H -4.32629 -3.17995 -0.95849
*
```

Summary:
relative energy (zero: lowest compared OMol25 entry of this formula, charge and spin)	394.6	kcal per mole
LUMO level	0.2	eV
gap between HOMO and LUMO	8.085	eV

=====

Below is a structure of composition C19H21ILaN3O6S2 at a distorted geometry, with properties calculated with ωB97M-V with the def2-TZVPD basis set.

```
! wB97M-V def2-TZVPD RIJCOSX def2/J DEFGRID3
* xyz 0 1
La -0.01178 -0.02438 -0.02770
O 2.65462 3.28042 -2.09290
C 2.01462 2.17582 -1.76170
O 1.36222 2.08132 -0.73980
C 2.25212 1.04442 -2.74590
O 1.22362 0.08902 -2.77720
C 0.17772 0.31242 -3.72410
C -1.12688 0.71752 -2.99450
O -2.16588 0.86822 -3.61730
O -1.00478 0.86152 -1.73590
H 2.55912 3.97362 -1.41540
H 2.47922 1.45442 -3.73560
H 3.14632 0.51822 -2.37050
H 0.45002 1.07762 -4.45810
H 0.00392 -0.63408 -4.24750
C 1.44302 -2.50688 2.87870
C 0.78522 -1.15908 2.86900
C 1.54322 0.01272 2.76340
C 0.93972 1.27252 2.80230
C 1.76362 2.52372 2.69020
C -0.43818 1.34892 3.00970
C -1.21918 0.19752 3.12290
C -2.68498 0.30592 3.41740
C -0.59928 -1.04868 3.02170
H 1.63512 -2.81278 3.90770
H 2.39092 -2.48168 2.34630
H 0.79942 -3.25418 2.41790
H 2.62092 -0.06018 2.68630
H 2.07882 2.85082 3.68150
H 1.18552 3.32652 2.23490
H 2.65622 2.34352 2.09420
H -0.90788 2.31892 3.12250
H -2.83208 0.35212 4.49660
H -3.22468 -0.55588 3.03250
H -3.10248 1.21212 2.98300
H -1.19198 -1.94858 3.13030
S -0.58528 -2.54718 -0.85020
C 0.89112 -2.85898 -1.72430
C 0.72592 -3.72658 -2.81730
N 0.52142 -4.41288 -3.71650
C 2.12382 -2.31718 -1.45830
S 2.49552 -1.15578 -0.20830
C 3.21032 -2.66948 -2.27440
N 4.11822 -2.90818 -2.93700
N -3.74798 -1.03868 -1.39580
C -3.21588 -0.12708 -0.58000
O -2.49728 -0.42058 0.37560
C -3.61158 1.29952 -0.87470
I -2.35418 2.58062 0.28340
H -3.44448 -2.00038 -1.31080
H -4.20918 -0.76018 -2.24850
H -4.64838 1.49842 -0.60190
H -3.42718 1.53102 -1.92600
*
```

Summary:
relative energy (zero: lowest compared OMol25 entry of this formula, charge and spin)	14.9	kcal per mole
LUMO level	-0.3	eV
gap between HOMO and LUMO	7.057	eV

=====

Below is a cluster of 3 separate species, C19H21IN2O4 in total at a distorted geometry, with properties calculated with ωB97M-V with the def2-TZVPD basis set.

```
! wB97M-V def2-TZVPD RIJCOSX def2/J DEFGRID3
* xyz 0 1
C -2.90467 1.56163 2.63984
C -2.20854 1.37811 1.52335
C -2.08496 2.45181 0.47519
C -0.62826 2.87087 0.37513
C 0.22694 2.17709 -0.44804
C 1.59496 2.52519 -0.50931
C 2.07218 3.55765 0.25243
C 1.21243 4.29093 1.09515
N 1.73643 5.31523 1.83616
C 0.88761 5.91851 2.59598
I 1.61074 7.49974 3.79475
C -0.48531 5.59046 2.66799
N -1.01686 4.62004 1.98608
C -0.15062 3.95278 1.16623
H -3.23784 0.70872 3.21286
H -3.10198 2.56331 2.99341
H -1.64981 0.47268 1.31597
H -2.39549 2.07420 -0.49574
H -2.68774 3.31325 0.73916
H -0.18460 1.36112 -1.02201
H 2.24312 1.94432 -1.14630
H 3.11897 3.81869 0.22682
H -1.12308 6.17204 3.31903
O 0.87565 -1.11401 -0.30113
C 1.76242 -1.37133 -1.06349
C 1.76718 -2.44572 -2.13089
C 3.24889 -2.55670 -2.48238
C 3.74634 -1.14851 -2.18650
O 2.92460 -0.67895 -1.09978
H 1.17133 -2.10231 -2.97801
H 1.36838 -3.37301 -1.74599
H 3.44213 -2.87597 -3.50406
H 3.73239 -3.26816 -1.81172
H 3.61390 -0.47367 -3.03501
H 4.78827 -1.12357 -1.87767
O -0.77791 -5.63787 -2.39990
C -1.39329 -5.16839 -1.48769
C -1.09204 -3.88003 -0.74881
C -1.93723 -4.01878 0.51409
C -3.08797 -4.88840 0.02553
O -2.51734 -5.73438 -0.98946
H -1.40969 -3.03840 -1.36549
H -0.03800 -3.80457 -0.52645
H -2.26241 -3.07104 0.93801
H -1.36995 -4.55108 1.27883
H -3.89027 -4.30107 -0.42614
H -3.50897 -5.51248 0.80996
*
```

Summary:
LUMO level	-0.3	eV
SMILES string	C=CCc1cccc2nc(I)cnc12.O=C1CCCO1.O=C1CCCO1
gap between HOMO and LUMO	8.487	eV